1.
79
Properties=species:S:1:pos:R:3:forces:R:3:lowdin_charge:R:1 method="wB97M-V/def2-TZVPD" e_above_lowest_kj_mol=0.0 lumo_energy_ev=-2.8 homo_lumo_gap_ev=8.73 charge=+1
Be -0.31891 0.81534 0.03056 -0.37 0.08 -0.53 0.036
C -0.22181 -0.04275 -3.45252 0.28 0.01 -0.09 -0.052
C 1.19936 0.29515 -3.00647 -0.31 0.03 0.21 -0.361
C 1.37816 1.81022 -2.93982 0.20 -0.21 -0.04 -0.035
C 1.58918 -0.45299 -1.71627 0.10 -0.21 -0.43 -0.222
C 3.11640 -0.58736 -1.60302 -0.22 -0.12 -0.40 -0.052
O 3.40232 -0.23209 -0.25470 0.16 0.02 0.32 0.046
C 2.28964 0.17946 0.33178 -0.31 -0.22 -0.31 -0.251
N 1.21554 0.13652 -0.40755 0.08 0.45 0.38 0.134
C 2.47546 0.51414 1.74746 0.22 0.13 0.51 -0.139
C 3.79584 0.70020 2.16790 -0.09 -0.06 -0.14 0.013
C 4.09294 0.96060 3.49202 0.00 0.05 0.03 -0.032
C 3.07842 1.00802 4.43027 0.10 -0.01 -0.05 -0.028
C 1.76509 0.81970 4.03018 -0.02 -0.05 -0.05 -0.045
C 1.44461 0.60100 2.69864 0.08 0.08 -0.24 -0.280
P -0.29775 0.59139 2.18182 0.02 -0.34 1.01 1.188
C -1.13570 1.64161 3.41350 -0.10 0.12 -0.18 -0.325
C -1.40424 2.97874 3.13570 -0.02 -0.09 0.00 -0.068
C -1.97646 3.79069 4.10163 0.04 0.09 -0.03 -0.055
C -2.28894 3.27836 5.34939 -0.05 0.02 -0.02 -0.060
C -2.06364 1.93662 5.62178 0.06 0.03 0.04 -0.059
C -1.48508 1.12442 4.66315 -0.02 -0.02 -0.09 -0.104
C -0.88770 -1.06430 2.68784 -0.05 0.01 -0.31 -0.365
C -0.03836 -2.14227 2.91421 0.03 0.13 -0.03 -0.072
C -0.56876 -3.39230 3.20524 -0.02 -0.10 -0.01 -0.067
C -1.94106 -3.57191 3.27446 0.05 0.00 0.06 -0.083
C -2.79506 -2.50197 3.04269 -0.02 0.02 -0.05 -0.069
C -2.27022 -1.26028 2.73511 0.09 0.06 0.00 -0.116
H -0.40854 0.41511 -4.42140 -0.13 0.02 -0.06 0.089
H -0.95349 0.34257 -2.74606 -0.07 0.04 -0.03 0.058
H -0.35343 -1.11972 -3.55843 -0.09 -0.06 0.02 0.086
H 1.88477 -0.10352 -3.76516 -0.04 -0.01 0.06 0.143
H 0.57931 2.25866 -2.35851 0.00 0.03 0.00 0.056
H 1.32477 2.21590 -3.94860 0.06 0.08 -0.02 0.093
H 2.33425 2.10104 -2.50363 0.07 0.06 0.02 0.091
H 1.11857 -1.44351 -1.76463 0.10 0.06 0.00 0.141
H 3.65125 0.09537 -2.26716 -0.07 0.02 0.10 0.138
H 3.47551 -1.60206 -1.77156 -0.01 0.06 0.02 0.142
H 4.59352 0.65358 1.44405 0.02 0.01 -0.01 0.128
H 5.11934 1.12835 3.78188 0.05 0.02 0.03 0.118
H 3.30565 1.21565 5.46642 -0.02 -0.04 0.04 0.119
H 0.97950 0.86070 4.76940 -0.02 0.11 0.01 0.103
H -1.15383 3.39364 2.17291 -0.01 0.04 0.01 0.087
H -2.16265 4.83041 3.87210 -0.01 0.04 0.04 0.113
H -2.70989 3.92105 6.10963 -0.06 0.01 0.01 0.111
H -2.33062 1.52691 6.58603 0.02 -0.02 0.03 0.112
H -1.31155 0.07990 4.87842 0.00 -0.03 0.09 0.108
H 1.03635 -2.00489 2.87565 -0.01 -0.02 0.02 0.109
H 0.09175 -4.23005 3.38102 0.04 -0.01 0.03 0.112
H -2.34758 -4.54205 3.52069 -0.01 -0.06 -0.01 0.111
H -3.86623 -2.63707 3.10216 -0.04 -0.01 0.00 0.114
H -2.92821 -0.41802 2.55422 -0.09 -0.02 0.02 0.117
Br -2.20536 -4.34508 -0.46692 0.04 0.11 -0.04 0.820
C -2.50740 -2.49349 -0.61504 -0.07 -0.07 -0.08 -0.648
C -3.75073 -2.00536 -0.99172 0.25 0.10 0.08 -0.066
C -3.91678 -0.62980 -1.03800 0.01 -0.07 0.00 -0.012
C -2.84692 0.19327 -0.74117 -0.19 0.18 -0.08 -0.079
N -1.64048 -0.28763 -0.42968 0.11 0.15 0.10 0.014
C -1.47873 -1.60732 -0.34854 0.06 -0.28 -0.12 -0.164
H -4.55903 -2.67733 -1.24204 -0.02 -0.03 0.05 0.119
H -4.87060 -0.20392 -1.30992 -0.01 0.07 0.00 0.121
H -2.93575 1.26996 -0.75971 0.02 0.06 -0.04 0.124
H -0.49810 -1.96142 -0.06494 0.03 -0.06 0.03 0.111
O 3.16382 3.95065 0.72338 0.01 0.01 -0.11 -0.277
S 1.86487 4.19058 1.28146 0.08 -0.17 -0.12 0.658
O 1.77754 4.48289 2.67801 -0.30 0.10 0.01 -0.273
N 0.88971 2.90135 0.90368 0.34 0.10 0.11 -0.031
C 0.03741 3.19740 -0.02644 0.17 0.14 -0.08 -0.487
O -0.72694 2.29953 -0.54659 0.01 -0.51 0.40 -0.048
C 0.02664 4.61588 -0.44941 -0.24 0.31 -0.22 -0.135
C -0.76128 5.23558 -1.40666 0.08 -0.08 0.09 0.008
C -0.56632 6.59195 -1.63548 -0.04 0.01 -0.10 -0.051
C 0.38964 7.31092 -0.93046 0.03 -0.10 0.11 -0.045
C 1.18377 6.68644 0.02630 0.14 0.07 0.07 -0.018
C 0.97848 5.34567 0.24877 -0.01 -0.35 0.01 -0.196
H -1.49940 4.67872 -1.96646 -0.02 -0.05 0.01 0.123
H -1.15797 7.09392 -2.38690 -0.06 0.04 -0.02 0.112
H 0.52570 8.36444 -1.12530 -0.01 0.05 -0.04 0.114
H 1.94832 7.22835 0.56376 0.01 0.05 0.03 0.128

***

2.
84
Properties=species:S:1:pos:R:3:forces:R:3:lowdin_charge:R:1 method="wB97M-V/def2-TZVPD" e_above_lowest_kj_mol=1046.9 lumo_energy_ev=-5.6 homo_lumo_gap_ev=0.99 charge=0
C -0.41688 1.51056 1.40153 -0.96 0.40 0.51 -0.105
C -1.19582 1.22192 2.79560 -0.77 0.14 1.48 -0.131
C -1.89328 2.46054 3.43752 -0.66 -2.64 2.31 -0.023
C -2.69265 2.35842 4.78964 2.14 -4.24 -1.97 -0.055
C -2.77793 0.93184 5.41569 1.76 0.63 -2.74 -0.069
C -2.07453 -0.31667 4.76879 0.15 2.94 -1.34 -0.037
C -1.23192 -0.21832 3.44043 -2.14 3.40 2.00 -0.115
C -0.48798 -1.48925 2.78447 -0.40 0.33 0.63 -0.130
C 1.02801 -1.66527 3.33317 1.78 -1.00 1.83 -0.039
C 1.32140 -2.29254 4.72880 1.90 1.00 -2.71 -0.226
P -0.03147 -2.93922 5.90875 0.33 2.50 1.89 0.721
O -0.36190 -1.96678 7.05707 0.64 -2.07 -2.42 -0.481
C 2.79834 -2.42977 5.25397 0.37 1.93 -4.15 -0.044
C 3.92893 -1.93669 4.33312 -2.66 -0.47 0.43 -0.026
C 3.70154 -1.32905 2.88524 -0.49 -1.04 2.77 -0.158
N 4.88461 -0.92215 2.17418 -4.94 1.02 -3.28 0.038
C 4.46323 -0.36069 0.91190 -0.47 0.12 0.27 -0.167
C 5.63722 0.22234 -0.07083 0.36 -1.79 0.26 -0.286
C 6.53582 -0.91716 -0.74278 -1.35 1.10 0.01 -0.893
O 7.69260 -1.28374 -0.15831 -0.35 1.22 -3.01 -0.615
I 5.98695 -1.89312 -2.62744 0.21 0.97 1.47 0.843
C 3.01279 -0.24690 0.37358 0.00 -1.29 2.92 -0.015
N 1.88597 -0.67408 1.12675 4.96 -0.03 0.70 0.106
C 2.23288 -1.20388 2.41415 -0.11 -0.09 0.27 -0.101
H 0.71718 1.49058 1.54117 -1.58 -0.19 -0.13 0.050
H -0.70259 2.57078 1.03735 0.40 -1.82 0.69 0.068
H -0.78555 0.80309 0.56420 0.78 1.07 1.51 0.065
H -1.85598 3.51357 2.96906 0.14 -2.13 0.55 0.081
H -3.18409 3.25053 5.29440 0.84 -1.41 -0.92 0.063
H -3.35532 0.79947 6.39803 1.03 0.07 -1.71 0.084
H -2.22097 -1.30501 5.33787 0.34 1.74 -1.10 0.055
H -0.53341 -1.40511 1.64420 0.42 0.01 1.70 0.112
H -1.11597 -2.42461 3.05102 1.23 1.49 -0.32 0.105
H 0.52518 -4.16311 6.45818 -0.37 0.57 -0.85 0.021
H -1.15925 -3.26252 5.07033 0.84 -0.14 0.36 0.011
H 3.02241 -2.87535 6.29390 -0.39 0.86 -1.97 0.110
H 5.01106 -2.01574 4.72384 -1.92 0.18 -0.79 0.083
H 5.14228 0.91770 -0.86576 -0.80 -2.23 2.13 0.021
H 6.35079 0.85284 0.59468 -0.84 -0.71 -0.69 0.105
H 2.82054 0.20193 -0.66429 0.32 -0.82 1.80 0.128
N -2.65324 1.72490 -1.43381 0.09 -0.25 0.33 -0.613
O -2.73300 0.71719 -0.71531 -0.04 0.06 -0.15 -0.010
O -3.33118 1.80250 -2.47294 -0.15 0.16 -0.25 -0.017
O -1.89567 2.65867 -1.11760 -0.04 0.21 -0.20 -0.029
C 5.23736 -5.96364 -2.92866 -0.05 -0.04 0.01 0.060
C 5.16377 -5.85761 -4.25544 -0.13 1.01 0.27 -0.231
C 5.27986 -7.05061 -5.14035 0.14 -1.29 -0.06 -0.331
O 5.18869 -6.91223 -6.35281 -0.02 0.58 0.05 0.073
C 5.50575 -8.35221 -4.51193 -0.05 0.75 -0.71 0.064
C 5.58274 -8.46486 -3.17929 0.10 -2.13 0.77 -0.237
C 5.44020 -7.27018 -2.29067 -0.22 0.08 0.95 -0.329
O 5.50115 -7.39659 -1.08324 0.82 0.49 -0.51 0.086
O 5.79360 -9.66609 -2.59255 1.31 1.87 -1.04 0.062
O 4.97843 -4.64478 -4.85853 0.17 -0.83 -0.17 0.027
H 5.15355 -5.10320 -2.27776 -0.05 -0.03 -0.01 0.090
H 5.60528 -9.20663 -5.16735 -0.06 0.02 0.05 0.131
H 5.80199 -9.48682 -1.63054 -0.90 -0.19 -0.04 0.102
H 4.95899 -4.83098 -5.81807 -0.02 -0.07 0.15 0.109
C -5.92295 5.14600 2.79255 -0.19 0.02 -0.30 0.045
N -4.59356 5.07951 3.45263 0.34 0.00 -0.01 -0.427
O -3.60934 5.22644 2.74725 -0.41 -0.03 0.51 0.060
O -4.58550 4.88175 4.65748 0.00 0.23 -0.59 0.039
H -5.77772 5.32525 1.72872 0.10 -0.05 0.19 0.095
H -6.42014 4.19093 2.95867 0.04 0.14 0.10 0.105
H -6.47628 5.96536 3.25014 0.04 -0.18 0.07 0.100
Ca 7.70481 -1.57327 1.67685 -0.90 -0.77 2.92 1.451
C -6.33252 5.10107 -5.76157 -0.01 1.05 0.00 -0.069
C -5.98577 6.12459 -4.89564 -0.45 -0.35 -0.58 -0.075
C -5.11426 5.87553 -3.82688 0.25 -0.41 0.11 -0.032
C -4.58575 4.60075 -3.63676 -0.03 0.05 0.19 -0.042
C -4.92799 3.57307 -4.50452 0.67 -0.22 0.60 -0.069
C -5.80767 3.81803 -5.56899 0.28 -0.39 -1.02 -0.210
H -7.00944 5.29272 -6.58712 0.12 -0.05 0.04 0.115
H -6.38974 7.12056 -5.04474 0.09 -0.08 -0.01 0.093
H -4.84929 6.67773 -3.14622 0.02 -0.06 -0.08 0.113
H -3.90712 4.41048 -2.81199 -0.04 -0.14 -0.11 0.107
H -4.51528 2.58073 -4.35791 -0.01 0.14 0.03 0.098
H -6.08113 3.01267 -6.24307 -0.62 -0.13 0.53 0.026
Cl -4.23309 2.91625 -7.45116 -0.06 0.43 0.40 0.094
O -8.83198 8.16708 -4.41622 0.21 -0.13 -0.08 -0.059
H -8.15224 7.74738 -3.87492 -0.19 0.05 0.00 0.017
H -8.74572 7.73645 -5.27562 -0.11 0.08 0.12 0.030
Na 6.08168 1.98184 -1.74051 1.13 0.85 -1.22 0.734
F 3.86752 -9.24512 -1.47675 -0.98 -0.05 0.38 -0.499